Entry 1:
The following is a quantum chemistry calculation of a 10-piece molecular cluster, C30H80O30S10 overall in a non-equilibrium geometry, from the Open Molecules 2025 dataset.

Geometry (Å):
1 S 5.61442 0.43386 -5.95129
2 S 3.95290 -4.60406 1.78148
3 S -2.52488 -2.03462 -4.52870
4 S -5.18967 0.57328 1.90495
5 S -0.06613 3.83348 4.43899
6 S -1.66884 -5.56049 2.50614
7 S 1.78377 -0.44906 6.80158
8 S 1.31345 5.11118 -1.89290
9 S 0.49971 -0.05583 0.76368
10 S -1.14263 2.37431 -8.85649
11 O 0.00155 1.96144 -9.67998
12 O -6.28498 1.52137 2.07872
13 O 0.05758 4.32628 -1.80254
14 O 5.53240 1.87091 -6.37889
15 O -2.16158 -2.11279 -2.91682
16 O 1.16116 3.96233 5.26245
17 O -0.38827 5.19987 3.60361
18 O -2.35780 1.56796 -8.84417
19 O 3.45794 -5.54871 2.94203
20 O -1.37042 3.39775 5.02730
21 O -1.53954 -7.04427 2.63808
22 O -2.78959 -0.63310 -4.97092
23 O -1.92962 -4.84600 3.89548
24 O 0.57100 -0.87414 7.47113
25 O 0.26075 0.63657 -0.73070
26 O 3.03215 -1.17328 6.92473
27 O 2.60048 4.41483 -2.17876
28 O -0.61974 2.75736 -7.27391
29 O -4.79872 0.10574 3.38502
30 O 1.31184 -0.14053 5.21091
31 O -0.74062 0.10263 1.51970
32 O 4.26400 0.30947 -4.97029
33 O 4.39692 -5.51519 0.75357
34 O 2.87880 -3.62800 1.46557
35 O 1.83051 0.37963 1.24681
36 O 1.16156 6.43641 -2.86088
37 O 5.54820 -0.69668 -6.91339
38 O -3.46529 -3.12487 -4.89755
39 O -0.61714 -4.80651 1.84332
40 O -5.35827 -0.62125 1.04586
41 C -2.61733 2.89117 -5.95919
42 C -0.10486 -1.73240 4.42486
43 C 0.30915 2.70221 2.99429
44 C -3.23881 -5.17508 1.66857
45 C -0.90375 -2.57920 -5.29171
46 C 2.28761 -6.36400 2.67162
47 C -1.64533 4.01830 -9.35545
48 C 1.29114 0.51024 -1.76567
49 C 1.85053 1.40831 7.23021
50 C 1.51644 6.05472 -0.41149
51 C -1.27968 2.18118 -6.19364
52 C 0.67797 -1.80058 0.25983
53 C -3.00530 -1.47177 -1.96760
54 C -0.28025 6.04805 -4.65570
55 C 0.66583 6.89371 5.21881
56 C 5.40659 -3.84263 2.72806
57 C 2.80386 -1.39108 -5.08118
58 C -2.59959 -5.55678 4.88196
59 C 1.30307 -1.23575 4.35257
60 C -4.03688 -2.60340 -1.38224
61 C 3.96081 -0.90155 -4.34632
62 C 0.28560 6.46159 3.83174
63 C -3.58094 -0.61380 3.61560
64 C -0.19640 6.70437 -3.31651
65 C 7.07688 0.16213 -4.73008
66 C 1.90790 -7.13060 3.90741
67 C -3.30265 -4.68768 5.92198
68 C -3.47951 -1.11426 5.14395
69 C 0.50169 0.90627 -3.05439
70 C -3.79837 1.63434 1.36608
71 H 3.66790 -0.59824 -3.34118
72 H -4.22839 -4.19565 5.62367
73 H -0.57366 2.37479 -5.38608
74 H -0.07255 -2.00029 -4.88914
75 H 0.84337 1.80242 7.09445
76 H -3.02811 -4.29769 1.05709
77 H -3.94849 -4.71970 2.35929
78 H 2.60384 -7.09880 1.93124
79 H 6.21183 -4.54057 2.95732
80 H -3.58559 -1.57234 3.09666
81 H -2.30748 -1.03034 -1.25606
82 H 2.57850 6.29967 -0.40048
83 H -0.55817 2.22369 2.53944
84 H 4.87986 -3.40912 3.57819
85 H -0.04340 -2.12164 -0.49160
86 H -2.06456 3.90023 -10.35465
87 H 1.74629 -0.46708 -1.92622
88 H -0.95307 -1.05672 4.31485
89 H 1.52941 -5.60617 2.47434
90 H 1.02269 -7.71330 3.65254
91 H 2.07865 1.22591 -1.52954
92 H -3.56547 -5.22524 6.83306
93 H 2.51804 1.95625 6.56516
94 H 1.97305 -2.03474 4.67012
95 H 0.75854 6.83007 -0.52341
96 H 1.20010 1.18865 -3.84216
97 H -4.10275 2.29240 0.55219
98 H -2.48544 -4.06494 6.28594
99 H -0.71963 -3.57570 -4.89021
100 H 2.76991 -7.65295 4.32236
101 H -1.85052 -6.17968 5.37083
102 H 1.15620 5.32340 0.31204
103 H 0.81128 3.36083 2.28565
104 H -1.12145 6.53978 -5.14424
105 H -4.29043 -1.76975 5.46151
106 H 0.99424 1.94071 3.36694
107 H -3.48367 2.72480 -6.59940
108 H 1.93650 -0.73630 -4.99717
109 H 1.11242 6.65206 3.14749
110 H 0.51482 -2.44251 1.12552
111 H 5.89977 -3.02323 2.20513
112 H -3.72700 -3.62344 -1.15513
113 H 1.74257 -1.82126 0.02677
114 H 2.13610 1.43817 8.28171
115 H -0.17102 0.19314 -3.53084
116 H -0.78932 4.68813 -9.27370
117 H 6.96895 0.78954 -3.84531
118 H -2.51358 4.24561 -8.73694
119 H 2.57769 -2.39934 -4.73426
120 H 0.61391 6.25376 -5.24414
121 H 1.45208 6.34243 5.73456
122 H 7.13202 -0.86348 -4.36512
123 H 1.57770 -0.95020 3.33711
124 H -2.96340 0.97280 1.13521
125 H -4.55744 -2.36679 -0.45427
126 H 7.95449 0.33215 -5.35377
127 H -4.86555 -2.83318 -2.05202
128 H -2.55110 -1.64284 5.36017
129 H -0.96041 6.45129 -2.58143
130 H -0.24684 7.76560 -3.56011
131 H -0.46922 4.98014 -4.54637
132 H 0.03661 1.87947 -2.89727
133 H -3.40470 -6.15532 4.45576
134 H -2.71444 -0.02102 3.32253
135 H -3.58091 2.41468 2.09538
136 H -2.37232 3.94448 -6.09567
137 H -0.05989 -2.09668 5.45120
138 H -3.58308 -6.04520 1.10959
139 H 1.66260 -6.57984 4.81548
140 H -3.43104 -0.37071 5.93949
141 H -0.88527 -2.38975 -6.36496
142 H 4.88595 -1.47380 -4.27749
143 H -2.97223 2.91339 -4.92883
144 H -0.46709 7.18598 3.52056
145 H -1.16109 1.09949 -6.13048
146 H -3.50431 -0.62080 -2.43121
147 H -0.41637 -2.55696 3.78364
148 H 1.00719 7.92887 5.21450
149 H -0.16233 6.93911 5.92606
150 H 2.96551 -1.63435 -6.13132

Atoms 1-2, force components in eV/Å:
-1.62 1.07 -0.46
-0.49 0.20 -0.38

Values from the calculation:
Orbital gap: 10.69 eV
E_tot: -7429.7239 Eh
SMILES: CCOS(C)(=O)=O.CCOS(C)(=O)=O.CCOS(C)(=O)=O.CCOS(C)(=O)=O.CCOS(C)(=O)=O.CCOS(C)(=O)=O.CCOS(C)(=O)=O.CCOS(C)(=O)=O.CCOS(C)(=O)=O.CCOS(C)(=O)=O
Net charge: 0

***

Entry 2:
The following is a quantum chemistry calculation of a 12-piece molecular cluster, C30H81N3O12 overall in a non-equilibrium geometry, from the Open Molecules 2025 dataset.

Geometry (Å):
1 O -11.32523 -6.07452 15.41662
2 O -16.63417 -6.54563 11.46595
3 O -14.09824 -9.02128 17.74710
4 O -14.56950 -11.41463 14.94195
5 O -15.57645 -6.81575 16.73019
6 O -10.08102 -6.90880 21.05966
7 O -20.30640 -5.49606 14.92123
8 O -12.81903 -6.77119 12.76479
9 O -13.20023 -3.02961 15.40982
10 O -13.34754 -4.15662 12.96371
11 O -16.21397 -4.60715 18.69106
12 O -14.83982 -2.36885 17.79767
13 N -20.98928 -5.70274 16.13276
14 N -15.62490 -11.90166 15.76278
15 N -11.14219 -6.03413 21.51608
16 C -22.16286 -3.67050 15.81641
17 C -14.74043 -6.12379 15.77039
18 C -10.45475 -5.94735 23.94404
19 C -14.58382 -1.85925 19.12409
20 C -23.28823 -5.85900 15.09293
21 C -16.95738 -11.32126 15.51474
22 C -13.28326 -4.82489 23.04550
23 C -16.83537 -9.80805 15.78827
24 C -18.00760 -11.80560 16.64394
25 C -14.08992 -13.64503 16.72466
26 C -13.55762 -5.48516 21.69846
27 C -21.27795 -6.66273 18.26099
28 C -20.78557 -8.20454 16.25372
29 C -12.50915 -6.46914 21.19048
30 C -16.55078 -13.80575 17.13361
31 C -10.75690 -5.15737 22.64925
32 C -17.98786 -13.29121 16.88445
33 C -19.07876 -6.71569 17.38639
34 C -15.68844 -14.42904 14.86708
35 C -11.88012 -4.11445 22.96824
36 C -20.53230 -6.83994 16.94334
37 C -12.67552 -6.41917 19.65705
38 C -17.58185 -6.77034 12.58396
39 C -23.05676 -5.27987 17.55261
40 C -22.37414 -5.16603 16.12313
41 C -22.77043 -6.57165 18.19351
42 C -12.77747 -7.90266 21.67670
43 C -15.49621 -13.42239 16.06903
44 C -17.39295 -11.58924 14.09118
45 C -9.57928 -4.25994 22.19484
46 H -14.06124 -14.66393 17.11086
47 H -18.94360 -5.68766 17.72255
48 H -16.74669 -11.32440 13.25433
49 H -13.78032 -8.22565 21.39730
50 H -16.22974 -9.47658 16.63173
51 H -15.11435 -7.57998 17.08237
52 H -8.70616 -4.83478 21.88611
53 H -10.93260 -6.37610 14.59740
54 H -23.43064 -6.90758 15.35428
55 H -10.55525 -5.42132 24.89340
56 H -9.96927 -3.70352 21.34255
57 H -18.35159 -7.51664 12.38749
58 H -20.13942 -8.21160 15.37592
59 H -17.84388 -9.39862 15.73000
60 H -21.14900 -3.33984 15.59093
61 H -18.30979 -11.01514 13.95743
62 H -18.55104 -6.68616 16.43311
63 H -13.98471 -13.09220 17.65815
64 H -17.86617 -11.28340 17.59020
65 H -24.14028 -5.36933 17.47461
66 H -15.38278 -15.44319 15.12433
67 H -14.34388 -2.64104 19.84474
68 H -13.29220 -5.58104 23.83053
69 H -14.83147 -14.24557 14.21898
70 H -11.87336 -3.34533 22.19589
71 H -13.67617 -6.30717 15.91813
72 H -13.23002 -13.42543 16.09187
73 H -15.52170 -3.03874 17.88645
74 H -11.96370 -7.11853 19.21850
75 H -13.64226 -6.78277 19.30875
76 H -18.63568 -7.55974 17.91493
77 H -17.66341 -12.63927 13.97985
78 H -18.49992 -13.83071 16.08769
79 H -13.20301 -5.93444 12.50280
80 H -11.71955 -3.70590 23.96594
81 H -9.88445 -6.54320 20.19404
82 H -9.33331 -3.61303 23.03692
83 H -12.49818 -5.45196 19.18678
84 H -10.85508 -6.96022 23.98795
85 H -15.41245 -1.29500 19.55198
86 H -20.92113 -5.83937 18.87973
87 H -16.16361 -13.31065 18.02416
88 H -12.52545 -6.62924 13.66472
89 H -14.53423 -5.96859 21.72366
90 H -22.83340 -4.42362 18.18907
91 H -16.44193 -7.41445 11.10569
92 H -13.54464 -3.66110 13.75859
93 H -17.11877 -7.05591 13.52847
94 H -13.81140 -9.37067 18.59083
95 H -22.70300 -3.02561 16.50958
96 H -13.90476 -2.80576 16.01790
97 H -22.76939 -5.87760 14.13452
98 H -16.53186 -14.87189 17.35965
99 H -12.68833 -3.63099 12.51050
100 H -19.00746 -11.55903 16.28677
101 H -12.05134 -8.60844 21.27334
102 H -16.59546 -4.72724 19.56070
103 H -14.25199 -10.77097 15.57952
104 H -16.30423 -9.33100 14.96462
105 H -24.26938 -5.39046 15.01609
106 H -21.81472 -8.25078 15.89765
107 H -12.62512 -7.99659 22.75191
108 H -19.51630 -5.03762 15.21647
109 H -10.64581 -5.53817 15.82521
110 H -13.29589 -8.95566 17.22923
111 H -15.05209 -6.49978 14.79592
112 H -13.74694 -1.16226 19.08011
113 H -12.81430 -3.82687 15.77268
114 H -23.08775 -6.52425 19.23521
115 H -14.05524 -4.12395 23.36307
116 H -23.18204 -7.43569 17.67188
117 H -18.64179 -13.53008 17.72316
118 H -9.37431 -6.08548 23.98517
119 H -16.52859 -14.38513 14.17404
120 H -22.61321 -3.35670 14.87471
121 H -16.35480 -5.44465 18.24948
122 H -21.05626 -7.44536 18.98655
123 H -20.58951 -9.09538 16.85042
124 H -14.89404 -5.05255 15.90057
125 H -18.01173 -5.83078 12.93114
126 H -13.66416 -4.69048 20.96005

Atoms 1-2, force components in eV/Å:
-0.30 -0.05 0.26
-1.69 -0.18 1.87

Values from the calculation:
⟨S²⟩: 0.754
Orbital gap (spin up / spin down): 7.14 / 2.99 eV
E_tot: -2258.2430 Eh
Net charge: +1
Spin multiplicity: 2